Arrangement P

Computed, not measured: a 2-piece molecular cluster, C3H4Cl2N2 overall, with wB97M-V/def2-TZVPD.

The geometry in ORCA input format:
```
! RIJCOSX wB97M-V def2-TZVPD def2/J DEFGRID3
* xyz 0 1
C -1.6008 -1.2169 -0.6448
C 1.3482 0.1787 1.7760
C 1.8662 1.5018 -0.1893
N -2.2254 -2.1222 -1.1886
N 1.5620 0.9256 0.8495
Cl -1.9324 0.4299 -1.0232
Cl 0.9051 0.5313 3.3607
H -0.9388 -1.5894 0.0890
H 1.1090 1.9401 -0.6544
H 2.8409 1.3598 -0.5131
H -2.9341 -1.9387 -1.8617
*
```

Results
* molecular weight: 138.99 g mol⁻¹
* orbital gap (alpha / beta): 8.5 / 8.5 eV

Arrangement Q

Computed, not measured: C3H4Cl2N2 in the gas phase, with wB97M-V/def2-TZVPD.

The geometry in ORCA input format:
```
! RIJCOSX wB97M-V def2-TZVPD def2/J DEFGRID3
* xyz 0 1
C -1.1638 0.1094 0.5979
C -0.0155 -0.7564 1.2095
C 2.7989 -0.2195 -0.6408
H -2.0738 0.4511 1.1994
H -0.1400 -1.5805 2.1576
H 3.4233 -0.6352 0.2707
H 3.3699 0.1496 -1.4406
N 1.2139 -0.8087 0.8195
N 1.5437 0.0795 -0.3655
Cl -1.5200 -1.0075 -0.7250
Cl -0.4565 1.7086 -0.0023
*
```

Results
* molecular weight: 138.99 g mol⁻¹
* orbital gap: 9.6 eV
* SMILES: C=N/N=C\C(Cl)Cl

The relative energies come out as arrangement P 1.9; arrangement Q 0.0, with values in kcal/mol.